Record 1
Entry from the Open Molecules 2025 dataset: the ion C7H13N2O with charge +1 at a distorted geometry (the ωB97M-V functional and the def2-TZVPD basis).

- energy above the lowest of the compared OMol25 structures with the same formula, charge and spin (kcal per mole) = 39.4
- SMILES = CC(C)[C@]1(C)[NH+]=CNC1=O
- charge = +1
- LUMO (eV) = -4.50
- HOMO-LUMO gap (eV) = 10.13

Atoms and positions in Å:
C 0.6687 -0.9355 1.6460
C 0.9832 0.0397 0.5928
C 1.9742 -0.5909 -0.3400
C -0.2782 0.6479 -0.1285
C -0.0454 2.2050 -0.6070
N -1.4828 0.3437 0.5721
C -2.2375 -0.5258 0.0096
N -1.7639 -0.8931 -1.1757
C -0.5804 -0.2900 -1.4835
O -0.0573 -0.4403 -2.5464
H -0.0871 -1.6031 1.3161
H 0.2276 -0.5746 2.5807
H 1.5091 -1.5076 2.0547
H 1.5309 0.9187 1.0473
H 1.5219 -1.4174 -0.8470
H 2.8441 -1.0124 0.2270
H 2.2892 0.0834 -1.1006
H 0.3039 2.0754 -1.6761
H 0.8369 2.5353 0.0492
H -0.9505 2.7656 -0.3957
H -1.7161 0.5294 1.4877
H -3.1790 -0.8694 0.4392
H -2.3115 -1.4840 -1.7221

What are the Mulliken partial charges on each atom? They are as follows, in elementary charge units: number 1, C, carries -1.5678; number 2, C, carries 0.5482; number 3, C, carries -1.5837; number 4, C, carries 1.1260; number 5, C, carries -1.1399; number 6, N, carries -0.0709; number 7, C, carries -0.2786; number 8, N, carries 0.0519; number 9, C, carries 0.0460; number 10, O, carries -0.4708; number 11, H, carries 0.3707; number 12, H, carries 0.3636; number 13, H, carries 0.3784; number 14, H, carries 0.2443; number 15, H, carries 0.3996; number 16, H, carries 0.4105; number 17, H, carries 0.3937; number 18, H, carries 0.3331; number 19, H, carries 0.3193; number 20, H, carries 0.3829; number 21, H, carries 0.2033; number 22, H, carries 0.3879; number 23, H, carries 0.1522

Record 2
Entry from the Open Molecules 2025 dataset: a structure of composition C7H3NO5SbSe4Ta at a distorted geometry (the ωB97M-V functional and the def2-TZVPD basis).

- energy above the lowest of the compared OMol25 structures with the same formula, charge and spin (kcal per mole) = 43.1
- LUMO (eV) = -1.58
- HOMO-LUMO gap (eV) = 6.28

Atoms and positions in Å:
Ta 0.2505 0.1449 0.8548
O -4.8753 3.2549 -1.0358
C -3.7635 2.6377 -0.6225
C -2.5603 3.3136 -0.4006
C -1.4861 2.5677 0.0109
N -1.5593 1.2591 0.2062
C -2.7081 0.6141 0.0091
C -3.8425 1.2591 -0.4035
C -2.5623 -0.8511 0.3213
O -3.4882 -1.6092 0.2214
O -1.3457 -1.1729 0.7229
C -0.1119 3.0803 0.3198
O 0.1978 4.2351 0.2400
O 0.7053 2.1061 0.7150
H -4.7139 4.1985 -1.1605
H -2.4424 4.3803 -0.5426
H -4.7601 0.7087 -0.5548
Se 1.0732 -0.4493 -1.2278
Sb 3.1727 -1.6411 -0.3616
Se 2.6798 0.0537 1.6704
Se 1.3947 -2.0029 1.7959
Se 5.2024 -2.8057 -0.8565

What are the Mulliken partial charges on each atom? They are as follows, in elementary charge units: number 1, Ta, carries 0.8168; number 2, O, carries -0.4978; number 3, C, carries 1.0568; number 4, C, carries -0.4004; number 5, C, carries -0.1130; number 6, N, carries -0.1239; number 7, C, carries 0.1263; number 8, C, carries -0.5746; number 9, C, carries 0.4878; number 10, O, carries -0.5996; number 11, O, carries -0.5157; number 12, C, carries 0.4608; number 13, O, carries -0.5900; number 14, O, carries -0.4509; number 15, H, carries 0.3052; number 16, H, carries 0.4551; number 17, H, carries 0.5674; number 18, Se, carries -0.1639; number 19, Sb, carries 0.7393; number 20, Se, carries -0.2383; number 21, Se, carries -0.2416; number 22, Se, carries -0.5057

Record 3
Entry from the Open Molecules 2025 dataset: a cluster of 2 separate species, C2H3ClN2O in total at a distorted geometry (the ωB97M-V functional and the def2-TZVPD basis).

- energy above the lowest of the compared OMol25 structures with the same formula, charge and spin (kcal per mole) = 80.0
- SMILES = C#[N+][O-].[H]/N=C\Cl
- LUMO (eV) = 0.67
- HOMO-LUMO gap (eV) = 10.85

Atoms and positions in Å:
C 0.5840 1.3102 -0.4056
N -0.0842 1.9489 -1.0972
O -0.8736 2.5432 -1.7380
H 1.3964 0.8295 0.0481
H 0.9389 -1.8660 1.5565
N 0.6521 -1.8552 0.5811
C -0.3988 -1.2597 0.3146
Cl -1.4414 -0.4183 1.4394
H -0.7734 -1.2326 -0.6989

What are the Mulliken partial charges on each atom? They are as follows, in elementary charge units: number 1, C, carries -0.2634; number 2, N, carries 0.4800; number 3, O, carries -0.6028; number 4, H, carries 0.4109; number 5, H, carries 0.2825; number 6, N, carries -0.4306; number 7, C, carries -0.1824; number 8, Cl, carries -0.1330; number 9, H, carries 0.4389

Record 4
Entry from the Open Molecules 2025 dataset: a structure of composition C39H37BN9PtS (the ωB97M-V functional and the def2-TZVPD basis).

- energy above the lowest of the compared OMol25 structures with the same formula, charge and spin (kcal per mole) = 0.0
- charge = +1
- LUMO (spin up / spin down) (eV) = -2.12 / -3.25
- multiplicity = 3
- <S²> = 2.0061
- HOMO-LUMO gap (spin up / spin down) (eV) = 7.66 / 7.18

Atoms and positions in Å:
Pt 0.1858 -0.1438 -0.1334
C 5.3274 -2.0155 -0.3005
C 4.3102 -0.9364 -0.1426
C 4.5089 0.4191 0.0210
C 3.2339 0.9741 0.1558
N 2.3167 0.0109 0.0536
N 2.9834 -1.1640 -0.1130
B 2.2645 -2.5321 -0.1312
N 1.3818 -2.6327 -1.3967
N 0.5554 -1.6132 -1.7307
C -0.1308 -1.9831 -2.8136
C 0.2657 -3.2698 -3.1878
C 1.2308 -3.6453 -2.2702
C 2.0085 -4.9153 -2.1943
C -1.1175 -1.1108 -3.4654
C -0.8534 0.2425 -3.6399
C -1.7934 1.0750 -4.2236
C -3.0068 0.5549 -4.6519
C -3.2693 -0.8010 -4.5013
C -2.3291 -1.6316 -3.9124
N 1.3660 -2.6586 1.1270
N 0.4766 -1.6833 1.4042
C -0.2459 -2.0631 2.4543
C 0.1937 -3.3229 2.8748
C 1.2172 -3.6672 2.0082
C 2.0587 -4.8980 1.9922
C -1.2860 -1.1887 3.0165
C -1.1353 0.1975 2.9958
C -2.1346 1.0248 3.4823
C -3.2925 0.4749 4.0173
C -3.4387 -0.9052 4.0661
C -2.4440 -1.7324 3.5650
C 2.9320 2.3657 0.5265
C 2.0362 2.6453 1.5559
C 1.8726 3.9464 2.0077
C 2.6102 4.9788 1.4437
C 3.5018 4.7073 0.4150
C 3.6587 3.4089 -0.0445
H 6.3220 -1.5753 -0.3009
H 5.1902 -2.5559 -1.2370
H 5.2708 -2.7374 0.5137
H 5.4518 0.9329 0.0935
H 3.0728 -3.4064 -0.1321
H -0.0670 -3.8306 -4.0443
H 1.8252 -5.5063 -3.0888
H 1.7115 -5.5102 -1.3297
H 3.0784 -4.7264 -2.1174
H 0.1041 0.6292 -3.3191
H -1.5766 2.1281 -4.3541
H -3.7412 1.2006 -5.1155
H -4.2105 -1.2117 -4.8425
H -2.5443 -2.6840 -3.7738
H -0.1466 -3.8866 3.7265
H 1.8889 -5.4671 2.9035
H 3.1186 -4.6563 1.9276
H 1.8092 -5.5371 1.1442
H -0.2171 0.6227 2.6040
H -2.0012 2.0998 3.4658
H -4.0676 1.1183 4.4140
H -4.3317 -1.3403 4.4961
H -2.5716 -2.8074 3.5842
H 1.5104 1.8279 2.0366
H 1.1975 4.1479 2.8300
H 2.5037 5.9895 1.8161
H 4.0842 5.5073 -0.0241
H 4.3656 3.1930 -0.8363
C -4.9536 -0.4331 0.7650
N -4.2470 0.8291 0.6142
C -4.7549 2.0742 0.9153
C -3.7917 2.9698 0.6647
N -2.6704 2.2680 0.2078
C -2.9741 0.9368 0.1772
S -2.1365 -0.4572 -0.3048
C -1.4995 2.9299 -0.2693
C -1.3213 4.2799 0.0161
C -0.2835 4.9426 -0.6095
C 0.5553 4.2416 -1.4618
C 0.3549 2.8832 -1.5896
N -0.6600 2.2311 -1.0141
H -5.9427 -0.2199 1.1608
H -4.4072 -1.0763 1.4525
H -5.0423 -0.9295 -0.1997
H -5.7627 2.2111 1.2634
H -3.8211 4.0389 0.7256
H -1.9644 4.8078 0.7021
H -0.1288 5.9970 -0.4251
H 1.3687 4.7254 -1.9807
H 1.0340 2.2791 -2.1801

What are the Mulliken partial charges on each atom? They are as follows, in elementary charge units: number 1, Pt, carries 2.5909; number 2, C, carries -1.4552; number 3, C, carries 0.8216; number 4, C, carries -1.3497; number 5, C, carries -0.5497; number 6, N, carries -0.4700; number 7, N, carries 0.4800; number 8, B, carries -0.9385; number 9, N, carries 0.5635; number 10, N, carries -0.2861; number 11, C, carries -0.1585; number 12, C, carries -1.3416; number 13, C, carries 0.9179; number 14, C, carries -1.3393; number 15, C, carries 0.2341; number 16, C, carries 0.0946; number 17, C, carries -0.5908; number 18, C, carries -0.4762; number 19, C, carries -0.7912; number 20, C, carries -0.4971; number 21, N, carries 0.8103; number 22, N, carries -0.3900; number 23, C, carries -0.4735; number 24, C, carries -1.5233; number 25, C, carries 0.8961; number 26, C, carries -1.3078; number 27, C, carries 0.5345; number 28, C, carries 0.0986; number 29, C, carries -0.3806; number 30, C, carries -0.6059; number 31, C, carries -0.8618; number 32, C, carries -0.5647; number 33, C, carries 0.9369; number 34, C, carries 0.0862; number 35, C, carries -0.6147; number 36, C, carries -0.5256; number 37, C, carries -0.8379; number 38, C, carries -0.6362; number 39, H, carries 0.3895; number 40, H, carries 0.2937; number 41, H, carries 0.2729; number 42, H, carries 0.5609; number 43, H, carries -0.1076; number 44, H, carries 0.5731; number 45, H, carries 0.3930; number 46, H, carries 0.1621; number 47, H, carries 0.2530; number 48, H, carries 0.5079; number 49, H, carries 0.4350; number 50, H, carries 0.4228; number 51, H, carries 0.4272; number 52, H, carries 0.4471; number 53, H, carries 0.5575; number 54, H, carries 0.3959; number 55, H, carries 0.2604; number 56, H, carries 0.1696; number 57, H, carries 0.5501; number 58, H, carries 0.4696; number 59, H, carries 0.4539; number 60, H, carries 0.4239; number 61, H, carries 0.4284; number 62, H, carries 0.4364; number 63, H, carries 0.4638; number 64, H, carries 0.4604; number 65, H, carries 0.4259; number 66, H, carries 0.4936; number 67, C, carries -0.8727; number 68, N, carries 0.4109; number 69, C, carries -1.0207; number 70, C, carries -0.2944; number 71, N, carries 0.6839; number 72, C, carries -0.0291; number 73, S, carries -0.6403; number 74, C, carries 0.9764; number 75, C, carries -1.0715; number 76, C, carries -0.8489; number 77, C, carries -1.1644; number 78, C, carries -0.1876; number 79, N, carries 0.1258; number 80, H, carries 0.3247; number 81, H, carries 0.3370; number 82, H, carries 0.3335; number 83, H, carries 0.4772; number 84, H, carries 0.5318; number 85, H, carries 0.3697; number 86, H, carries 0.4659; number 87, H, carries 0.4926; number 88, H, carries 0.4811